# 1
Entry from OMol25: a single C3H8N4O molecule (ωB97M-V with the def2-TZVPD basis set).

The value obtained for the molar mass is 116.1 g/mol. The orbital gap is 9.2 eV. The structure (SMILES) is C=NN/C(=N/C)NO. The calculation puts the total energy at -11244.271 eV. The energy above the lowest of the compared OMol25 structures with the same formula, charge and spin comes out at 123.4 kcal per mole. The calculation puts the HOMO energy at -0.3051 Eh.

XYZ file:
```
16
Properties=species:S:1:pos:R:3:forces:R:3
C 0.311240 -2.378925 1.306996 -0.596 1.127 2.533
C 0.035829 -0.189764 0.150543 0.470 -1.046 -0.334
C -0.055305 3.234053 -0.566562 -1.391 0.492 -1.352
H 0.901483 -2.744112 2.204716 -0.033 1.445 -0.748
H -0.596101 -2.935970 1.565402 -0.348 0.282 -0.921
H 0.811655 -2.703781 0.477428 0.918 -1.407 -2.210
H 0.107534 0.205309 -2.018288 -0.061 -0.492 1.798
H -1.195330 -1.440856 -1.550941 -1.255 -0.965 -0.225
H 0.111375 1.276928 1.363282 -0.015 1.263 0.394
H -0.403482 3.906321 -1.418302 0.591 -1.147 1.119
H 0.421778 3.727194 0.253242 0.393 0.042 0.686
N 0.077908 -0.917197 1.204754 -0.174 -0.891 0.113
N 0.236442 -0.450532 -1.212625 0.553 -0.968 -0.215
N -0.086295 1.132572 0.390587 -0.119 1.679 -0.616
N -0.387874 2.005205 -0.630307 0.654 0.022 0.501
O -0.290858 -1.726445 -1.519926 0.413 0.565 -0.522
```
Forces are in eV/Å.

# 2
Entry from OMol25: a molecular structure, C31H34N2P2RhS2 (ωB97M-V with the def2-TZVPD basis set).

The value obtained for the molar mass is 663.6 g/mol. Its expectation value of S² is 6.0190. Its charge is +1. The orbital gap (spin up / spin down) is 8.6 / 6.4 eV. As for the multiplicity: 5. The calculation puts the total energy at -78928.983 eV. The calculation puts the HOMO energy (spin up / spin down) at -0.3990 / -0.3872 Eh.

XYZ file:
```
72
Properties=species:S:1:pos:R:3:forces:R:3
Rh 0.047292 -0.240325 -1.117861 -0.052 0.327 -0.681
S 2.221469 -1.256418 -1.398230 -0.082 0.092 0.058
P 1.795781 -1.646776 0.541068 0.335 -0.687 0.382
C 0.351148 -2.573683 0.771177 -0.062 0.519 -0.285
P -1.297053 -2.174187 0.417664 -0.004 -0.492 0.381
S -1.671476 -1.896417 -1.551845 0.030 0.126 0.095
C -1.778200 -0.700147 1.354083 0.080 0.167 0.192
C -1.575705 -0.711013 2.738621 -0.102 0.039 -0.062
C -1.823098 0.429217 3.484951 -0.083 -0.045 -0.034
C -2.266265 1.591137 2.859220 -0.004 0.006 0.025
C -2.481581 1.604530 1.490105 0.012 -0.043 -0.015
C -2.245720 0.457102 0.735581 0.007 0.100 0.205
C -2.354158 -3.481760 1.055406 0.064 -0.162 -0.015
C -1.866712 -4.783394 1.161603 -0.119 0.034 0.038
C -2.713384 -5.799485 1.585582 0.039 0.035 0.003
C -4.034627 -5.516454 1.906823 -0.001 -0.015 -0.008
C -4.519764 -4.218424 1.802939 0.047 0.004 -0.005
C -3.681049 -3.200753 1.375291 -0.054 0.011 -0.022
C 1.752291 -0.090167 1.477353 -0.126 0.113 0.185
C 1.537967 -0.153720 2.858263 0.082 0.115 -0.023
C 1.461039 1.012483 3.604721 0.087 -0.038 -0.061
C 1.592149 2.251092 2.981773 -0.016 -0.043 0.056
C 1.813179 2.320818 1.615646 -0.018 -0.058 -0.013
C 1.899328 1.151942 0.862962 -0.026 0.082 0.191
C 3.177706 -2.547796 1.283409 -0.005 -0.058 0.052
C 2.963480 -3.668937 2.081705 0.081 0.017 -0.060
C 4.046457 -4.302342 2.685828 -0.060 0.045 -0.061
C 5.332996 -3.821161 2.486964 -0.042 0.003 -0.006
C 5.548271 -2.704943 1.684712 -0.026 -0.003 0.001
C 4.473779 -2.066816 1.087155 -0.022 0.044 -0.008
H -1.225430 -1.615490 3.225823 -0.032 0.037 -0.021
H -1.669345 0.416343 4.558288 -0.009 -0.004 -0.080
H -2.455104 2.483482 3.446221 0.013 -0.077 -0.043
H -2.852135 2.501435 1.006603 0.011 -0.060 0.021
H -2.465930 0.453041 -0.321722 -0.041 0.001 -0.145
H -0.831901 -4.991658 0.920984 0.006 0.011 -0.017
H -2.340011 -6.812931 1.667623 -0.013 0.048 0.000
H -4.691409 -6.311080 2.241346 0.044 0.043 -0.021
H -5.549417 -4.000410 2.056432 0.032 -0.002 -0.009
H -4.059526 -2.187334 1.292647 0.007 -0.042 0.004
H 1.441230 -1.117772 3.347407 0.024 0.043 -0.023
H 1.302984 0.958336 4.676987 0.015 0.000 -0.108
H 1.535258 3.161096 3.568238 0.007 -0.065 -0.029
H 1.942808 3.284246 1.135800 0.008 -0.055 0.013
H 2.135696 1.208417 -0.189347 0.058 0.010 -0.155
H 1.957291 -4.050624 2.210931 0.019 0.032 0.003
H 3.883398 -5.178027 3.303655 0.002 0.068 -0.044
H 6.174309 -4.318980 2.953660 -0.038 0.017 -0.018
H 6.554574 -2.335425 1.524734 -0.075 -0.022 0.012
H 4.641671 -1.195079 0.461401 -0.009 -0.056 0.039
C -0.813140 5.774964 -3.148268 0.001 0.057 0.058
C -0.525111 4.375620 -2.631354 0.054 0.063 -0.252
N -0.649382 3.311234 -3.639600 -0.108 -0.080 -0.092
C -0.784089 3.653985 -5.067810 0.139 0.003 0.161
C 0.555085 3.887332 -5.752881 0.067 -0.003 -0.009
C -0.491722 2.037821 -3.241400 0.025 0.067 0.014
C -0.627846 0.946895 -4.268266 0.008 0.177 0.021
N -0.234735 1.710080 -1.998271 -0.051 -0.284 -0.233
H -0.676645 6.471446 -2.320978 0.003 0.002 -0.027
H -1.839893 5.884306 -3.499027 0.035 -0.036 0.027
H -0.134732 6.075760 -3.947526 -0.038 -0.023 0.061
H -1.215962 4.156747 -1.815146 -0.087 -0.043 0.036
H 0.484971 4.344605 -2.212998 0.086 0.028 0.007
H -1.401211 4.541376 -5.142957 -0.060 0.066 0.032
H -1.338144 2.866234 -5.566302 -0.030 -0.057 -0.006
H 1.137697 4.648063 -5.229187 -0.029 -0.036 -0.042
H 0.398919 4.228351 -6.778908 0.006 -0.040 0.079
H 1.153075 2.973893 -5.787049 -0.023 0.061 0.010
H -1.629747 0.939737 -4.698784 0.008 0.020 0.033
H -0.454738 -0.016603 -3.811213 0.063 -0.204 0.131
H 0.088605 1.078384 -5.079639 -0.032 -0.003 0.045
H -0.135817 2.494998 -1.372802 -0.026 0.105 0.061
```
Forces are in eV/Å.

# 3
Entry from OMol25: a molecular structure, C50H46BF4MoN3P2SSiTe (ωB97M-V with the def2-TZVPD basis set).

The value obtained for the molar mass is 1121.4 g/mol. Its expectation value of S² is 2.0524. Its charge is +2. The orbital gap (spin up / spin down) is 7.1 / 6.8 eV. As for the multiplicity: 3. The calculation puts the total energy at -115044.610 eV. The energy above the lowest of the compared OMol25 structures with the same formula, charge and spin comes out at 94.4 kcal per mole. The calculation puts the HOMO energy (spin up / spin down) at -0.4895 / -0.4820 Eh.

XYZ file:
```
110
Properties=species:S:1:pos:R:3:forces:R:3
Mo 0.728737 -0.148344 -0.098071 1.342 1.072 0.259
C 1.037713 -4.026351 -0.499543 0.190 0.004 -0.102
Si 0.604849 -2.577566 0.594820 -0.277 0.004 -0.008
C -1.244281 -2.763087 0.995467 0.015 -0.053 0.082
C -1.713051 -3.996017 1.471923 0.104 0.054 0.008
C -3.062410 -4.227015 1.680836 -0.034 -0.035 0.023
C -3.991349 -3.230780 1.398595 -0.010 0.037 -0.019
C -3.559291 -2.009526 0.911549 0.104 0.015 0.016
C -2.194612 -1.767544 0.720113 -0.054 -0.023 0.129
P -1.709315 -0.133202 0.051778 -1.107 -0.664 0.136
C -2.417493 1.109330 1.184707 0.032 0.115 -0.167
C -2.594402 2.426836 0.747923 0.020 -0.022 0.079
C -3.156260 3.376674 1.586765 0.059 0.008 -0.068
C -3.544406 3.023250 2.873609 0.006 -0.002 0.065
C -3.362974 1.722144 3.318497 0.032 0.008 0.020
C -2.803442 0.768318 2.477551 -0.127 0.041 -0.104
C -2.715357 -0.021957 -1.464458 0.110 0.042 -0.079
C -2.259395 -0.730575 -2.576937 -0.150 0.001 0.089
C -3.000145 -0.764487 -3.748998 0.027 -0.046 -0.010
C -4.211356 -0.087734 -3.815399 -0.026 0.008 -0.017
C -4.688511 0.593516 -2.703736 -0.009 0.008 0.024
C -3.949880 0.624100 -1.527436 0.049 0.019 -0.031
C 1.811802 -2.505064 2.021608 -0.122 0.088 0.062
C 2.777922 -3.489905 2.235771 -0.027 -0.053 0.006
C 3.701282 -3.360511 3.259582 0.037 0.032 0.019
C 3.664341 -2.251373 4.099911 0.040 -0.053 0.032
C 2.718181 -1.262906 3.902905 -0.062 0.032 -0.092
C 1.818223 -1.369906 2.843738 -0.031 -0.087 0.051
P 0.535860 -0.120124 2.525249 0.790 0.069 0.504
C -0.277257 -0.094858 4.160935 -0.211 -0.152 -0.208
C 0.122797 0.805924 5.145093 -0.067 -0.018 0.006
C -0.370866 0.682774 6.439326 -0.001 -0.036 -0.049
C -1.254206 -0.339718 6.754302 0.052 0.086 0.038
C -1.636355 -1.252166 5.779229 -0.056 -0.062 -0.003
C -1.144698 -1.137115 4.490246 0.037 -0.036 0.002
C 1.374946 1.540574 2.300553 0.007 0.141 -0.013
C 0.662935 2.780359 2.793930 -0.072 -0.218 -0.038
C 1.163474 4.010361 2.637099 0.152 0.084 -0.069
C 2.418950 4.381073 1.959448 -0.152 0.032 0.032
C 3.233617 3.580874 1.261334 0.072 -0.138 -0.022
C 3.086719 2.076083 1.156099 -0.123 0.106 0.394
H 1.094045 -4.922929 0.131140 -0.018 0.086 -0.106
H 0.280547 -4.213832 -1.263623 0.045 0.018 0.062
H 2.014048 -3.894623 -0.977156 -0.080 -0.053 0.046
H -1.003868 -4.792486 1.682459 -0.069 0.058 -0.010
H -3.395893 -5.188903 2.052341 0.017 0.054 -0.010
H -5.049253 -3.409093 1.548989 0.057 0.001 -0.008
H -4.283304 -1.237219 0.677935 -0.029 -0.023 0.010
H -2.317609 2.702092 -0.261729 -0.042 0.026 -0.018
H -3.302248 4.390756 1.234907 -0.006 -0.046 0.004
H -4.000994 3.760619 3.522950 0.040 -0.034 -0.025
H -3.667381 1.438949 4.319137 0.020 0.002 -0.039
H -2.694580 -0.245982 2.825111 -0.071 -0.014 -0.028
H -1.330047 -1.282506 -2.506607 0.072 -0.025 -0.065
H -2.636565 -1.319558 -4.607185 -0.004 0.026 0.059
H -4.791911 -0.103828 -4.730081 0.027 -0.014 0.053
H -5.647565 1.094969 -2.745696 0.041 -0.014 0.001
H -4.344835 1.139724 -0.661878 0.000 0.030 -0.026
H 2.821385 -4.361794 1.591964 -0.014 0.047 0.059
H 4.454044 -4.125112 3.407239 -0.033 0.032 0.005
H 4.381150 -2.158215 4.907125 -0.045 -0.014 -0.046
H 2.687419 -0.408298 4.566030 0.018 0.017 0.005
H 0.822475 1.601684 4.925973 0.009 -0.012 0.018
H -0.053538 1.384248 7.200509 -0.014 -0.023 -0.020
H -1.631760 -0.435006 7.764702 0.002 0.005 -0.042
H -2.312120 -2.060585 6.030773 0.041 0.020 -0.029
H -1.420962 -1.872256 3.740194 -0.004 -0.001 0.014
H -0.319766 2.655038 3.241465 0.084 0.045 0.023
H 0.579285 4.843360 3.014668 0.026 -0.058 0.008
H 2.682140 5.431572 2.027393 -0.004 -0.062 -0.028
H 4.137436 4.004851 0.829101 -0.120 0.016 0.005
H 3.923587 1.624811 0.636917 0.066 -0.074 -0.044
F 5.283758 -0.922635 0.174832 -0.366 0.088 -0.192
B 4.243243 -0.699294 -0.666593 0.305 -0.110 -0.305
F 4.050772 -1.678251 -1.647718 0.001 0.398 0.368
F 4.314303 0.605096 -1.271154 -0.060 -0.435 0.238
F 2.980366 -0.690287 0.132802 -0.453 0.078 -0.222
N 2.831221 1.467907 2.481471 -0.032 0.016 -0.171
C 1.656508 1.598439 0.754495 0.084 -0.072 0.369
H 3.221528 1.963147 3.276470 -0.091 0.093 -0.039
C 1.143012 -2.246569 -3.494494 -0.039 -0.027 -0.068
Te 1.647161 -0.326463 -2.700809 -0.121 -0.264 -0.857
C 0.351141 0.420247 -4.243969 0.019 -0.068 -0.144
C 0.390397 -0.670568 -5.292559 0.052 0.002 0.006
C 0.102247 -0.386524 -6.625274 -0.059 -0.008 0.022
C 0.142208 -1.392921 -7.577688 -0.003 0.001 0.016
C 0.445242 -2.695460 -7.196846 0.003 -0.011 -0.040
C 0.742234 -2.982374 -5.873925 -0.015 -0.025 -0.024
C 0.741570 -1.967494 -4.921917 0.001 0.113 0.018
H 0.340782 -2.696341 -2.914885 0.019 0.004 0.075
H 2.031772 -2.866803 -3.416162 0.035 -0.023 0.002
H 0.778886 1.339201 -4.636822 0.070 0.009 0.038
H -0.660077 0.613962 -3.896011 -0.010 -0.009 0.110
H -0.144972 0.628601 -6.919121 0.024 -0.056 0.005
H -0.046287 -1.159003 -8.618607 -0.038 -0.033 0.073
H 0.474535 -3.485495 -7.937940 -0.010 0.057 0.052
H 0.989732 -3.997058 -5.583363 0.049 0.051 -0.013
C -0.614474 3.575619 -2.924386 0.033 0.059 0.106
N 0.825484 3.345105 -2.768403 -0.226 0.112 -0.196
C 1.803916 3.576738 -3.725314 -0.180 0.009 -0.060
C 2.983128 3.194894 -3.193451 0.055 -0.030 0.142
N 2.711805 2.760061 -1.912791 0.108 0.095 0.087
C 1.402681 2.853377 -1.670642 0.359 0.253 0.059
S 0.539828 2.633539 -0.170945 -0.170 -0.394 -0.198
H -0.826434 3.775099 -3.969870 0.042 -0.016 -0.029
H -0.931331 4.430471 -2.327168 0.067 0.006 -0.016
H -1.165438 2.688428 -2.607542 0.059 -0.028 -0.035
H 1.569256 3.978600 -4.697525 -0.021 -0.015 0.087
H 3.980065 3.192506 -3.603694 -0.083 -0.038 0.057
H 3.395853 2.347655 -1.283460 0.018 -0.205 -0.125
```
Forces are in eV/Å.